{"formula": "C14H42ClO11S7", "method": "ωB97M-V/def2-TZVPD", "symbols": ["Cl", "S", "S", "S", "S", "S", "S", "S", "O", "O", "O", "O", "O", "O", "O", "O", "O", "O", "O", "C", "C", "C", "C", "C", "C", "C", "C", "C", "C", "C", "C", "C", "C", "H", "H", "H", "H", "H", "H", "H", "H", "H", "H", "H", "H", "H", "H", "H", "H", "H", "H", "H", "H", "H", "H", "H", "H", "H", "H", "H", "H", "H", "H", "H", "H", "H", "H", "H", "H", "H", "H", "H", "H", "H", "H"], "coordinates": [[1.286, -0.335, 0.076], [-5.957, 3.953, 4.278], [2.870, -8.253, -0.963], [1.727, -1.138, 8.250], [2.322, 6.692, 3.270], [-4.206, -5.204, -0.527], [7.022, 1.957, -4.101], [-0.421, 1.968, -9.184], [0.368, 0.717, 0.534], [-6.213, 2.844, 5.292], [2.310, -2.487, 8.628], [7.417, 1.924, -5.553], [1.063, -0.649, -1.293], [-5.455, -5.940, -1.046], [1.079, -1.500, 0.824], [0.126, 0.664, -9.768], [3.688, -8.842, 0.184], [3.055, 6.045, 4.496], [2.673, 0.205, 0.062], [0.458, 6.309, 3.132], [3.134, -0.454, 7.269], [2.830, 5.974, 1.628], [-4.532, -4.546, 1.155], [-4.049, -3.625, -1.522], [-2.202, 2.053, -9.926], [-5.492, 3.239, 2.620], [5.601, 3.125, -3.581], [-0.907, 1.655, -7.449], [2.489, -6.600, -0.376], [-7.625, 4.697, 3.966], [6.288, 0.392, -3.547], [0.369, -1.405, 6.985], [1.254, -9.157, -0.795], [0.592, -8.561, -1.422], [-0.090, -0.461, 6.693], [5.277, 0.042, -3.755], [1.438, -10.207, -1.023], [-7.921, 5.299, 4.826], [-5.029, -3.147, -1.531], [6.838, -0.475, -3.915], [-1.873, 1.155, -7.381], [2.072, -6.663, 0.629], [-3.826, -3.824, -2.570], [-7.497, 5.129, 2.974], [-0.216, 6.731, 3.878], [4.621, 3.024, -4.046], [-4.723, 2.501, 2.850], [-8.394, 3.930, 3.875], [-5.085, 4.031, 1.993], [-3.367, -2.843, -1.190], [0.408, 5.227, 3.007], [-2.532, 3.090, -9.978], [1.766, -6.362, -1.157], [-3.027, 1.629, -9.354], [6.415, 0.267, -2.472], [0.086, 6.742, 2.203], [-3.531, -4.209, 1.427], [-1.104, 2.584, -6.914], [0.942, -9.072, 0.246], [3.414, -6.024, -0.369], [2.500, 6.512, 0.739], [-6.299, 2.648, 2.188], [0.704, -1.929, 6.090], [-0.272, 0.961, -6.898], [-5.259, -3.737, 1.082], [3.036, -0.599, 6.194], [5.412, 2.951, -2.522], [-4.938, -5.376, 1.732], [-2.109, 1.673, -10.944], [3.910, 6.111, 1.580], [3.161, 0.621, 7.448], [5.944, 4.153, -3.704], [-0.506, -1.948, 7.342], [2.582, 4.920, 1.499], [4.112, -0.776, 7.629]], "charge": -1, "molar_mass_g_mol": 646.4, "total_energy_ha": -4633.1993, "orbital_gap_ev": 7.9, "homo_energy_ev": -6.2}